Here is C38H37BrF5MoN7O7S5Te as an isolated structure at a distorted geometry from OMol25. Energies are from ωB97M-V with the def2-TZVPD basis set.

## Properties
strongest force on any atom = 0.2184 hartree/bohr
E_LUMO (alpha / beta) = -2.5 / -2.5 eV
molecular weight = 1262.525 g/mol
HOMO energy (alpha / beta) = -6.9 / -6.9 eV
energy above the lowest of the compared OMol25 structures with the same formula, charge and spin = 202.2 kcal per mole
HOMO-LUMO gap (alpha / beta) = 4.41 / 4.41 eV
E = -7780.53065 a.u.

Geometry as XYZ:
```
102
Properties=species:S:1:pos:R:3:forces:R:3
Mo 0.5364 0.6405 -0.5285 2.899 -0.968 0.260
Br 0.1695 8.8759 -0.3924 -0.030 -0.052 0.090
C -0.3272 7.7987 1.0884 -0.019 0.013 -0.078
C -1.5391 8.0201 1.7297 0.221 0.115 -0.345
C -1.8996 7.2187 2.7885 0.167 -0.634 0.308
C -1.0746 6.1534 3.1942 0.630 0.565 -2.363
C 0.1625 5.9682 2.5404 -0.475 -0.070 0.424
C 0.5331 6.7922 1.5046 0.025 0.222 -0.191
N -1.4460 5.4198 4.2720 0.245 -0.489 2.182
N -1.0178 4.2864 4.5905 -1.816 1.200 1.836
C -0.7049 3.2451 3.8206 1.469 -1.722 -1.849
C 0.2396 2.3202 4.3268 -1.059 1.510 -0.041
C 0.7882 1.3183 3.5599 0.130 -0.944 -1.922
C 0.3687 1.1825 2.2271 0.145 0.511 1.325
O 0.8405 0.3902 1.2802 -0.062 -0.283 2.675
C -0.6717 1.9885 1.7496 -0.331 0.278 0.144
N -0.9993 1.6950 0.4577 -1.468 1.344 0.640
C -2.0582 2.3301 -0.0604 0.923 -0.867 -0.362
C -2.7692 3.2736 0.6494 -0.100 0.725 1.120
C -2.3659 3.6553 1.9301 -0.456 -0.281 -1.010
C -1.2744 3.0150 2.5092 0.808 -0.619 0.318
H -2.1884 8.8147 1.3944 -0.031 0.052 0.009
H -2.8336 7.3760 3.3053 -0.081 0.036 0.102
H 0.8341 5.1929 2.8814 0.041 -0.058 -0.012
H 1.4847 6.6512 1.0137 0.053 0.029 -0.014
H 0.6068 2.4976 5.3254 -0.039 -0.008 0.142
H 1.5676 0.6783 3.9423 0.034 -0.089 0.048
H -2.3084 2.0656 -1.0788 -0.005 0.026 0.005
H -3.6331 3.7335 0.1979 -0.062 0.004 -0.069
H -2.9155 4.4152 2.4605 -0.079 0.072 0.072
C -3.6876 -2.6940 3.3746 0.457 0.063 0.258
C -4.1360 -1.3643 2.7866 0.442 0.197 -0.525
S -3.0174 -0.5089 1.6041 -1.204 0.240 0.119
C -2.9271 -1.6431 0.1740 -0.057 0.358 0.508
C -2.0088 -2.8148 0.4545 0.700 0.013 0.076
S -0.6062 -2.1693 1.4290 0.427 -1.542 0.489
C -0.1334 -3.6805 2.3431 -0.139 0.638 -0.591
C -1.1829 -4.1002 3.3657 -0.253 0.542 0.289
S -2.0149 -2.6517 4.1313 -0.343 -0.438 0.402
H -3.7015 -3.4847 2.6309 -0.058 -0.036 -0.008
H -4.3820 -2.9599 4.1744 -0.069 -0.056 -0.140
H -4.2449 -0.6326 3.5850 -0.097 0.078 0.029
H -5.1003 -1.4906 2.2940 -0.118 0.003 0.090
H -2.5007 -1.0285 -0.6224 -0.188 -0.108 -0.055
H -3.9347 -1.9491 -0.1050 0.024 -0.004 -0.117
H -1.6135 -3.2323 -0.4718 -0.136 0.006 -0.001
H -2.5020 -3.6024 1.0179 -0.052 0.013 0.038
H 0.7964 -3.4112 2.8416 0.071 -0.050 -0.041
H 0.0661 -4.4671 1.6162 0.131 -0.101 0.090
H -0.7200 -4.6498 4.1862 -0.050 -0.089 -0.088
H -1.9561 -4.7286 2.9297 0.001 -0.063 -0.001
N 6.0994 0.7101 -5.8118 0.074 0.026 -0.219
C 5.5221 0.4094 -4.6078 -0.222 -0.009 0.417
C 4.5065 -0.5518 -4.5260 -0.033 -0.021 0.153
C 3.8656 -0.8093 -3.3323 -0.172 -0.049 -0.260
C 4.2410 -0.1099 -2.1951 -0.308 -0.034 0.601
C 5.2524 0.8393 -2.2481 0.193 -0.136 -0.014
C 5.8893 1.0985 -3.4444 -0.061 -0.097 -0.057
S 3.4667 -0.2758 -0.6008 1.547 0.551 0.851
O 2.3790 -1.2399 -0.5106 0.267 0.229 -0.118
O 4.4898 -0.4027 0.3884 0.075 0.116 -0.281
N 2.5902 1.0863 -0.2506 0.063 -1.627 -0.129
C 2.5941 2.3482 -0.6259 0.389 2.094 -0.369
N 3.6416 3.0166 -1.1067 0.126 -0.458 0.222
C 3.4429 4.2833 -1.4088 -0.224 0.220 0.043
C 2.2184 4.9223 -1.2583 -0.060 -0.097 0.178
C 1.1748 4.1471 -0.7806 0.034 0.226 -0.094
N 1.3508 2.8779 -0.4529 0.886 -0.150 0.012
H 5.9760 0.0448 -6.5567 0.102 0.062 0.006
H 6.9810 1.1931 -5.7950 0.002 -0.066 -0.077
H 4.2113 -1.0994 -5.4076 -0.054 -0.065 -0.119
H 3.0709 -1.5509 -3.3166 0.759 0.161 -0.117
H 5.5220 1.3713 -1.3507 0.149 0.030 -0.014
H 6.6777 1.8353 -3.4903 0.081 0.096 0.028
H 4.3076 4.7991 -1.8033 0.056 0.197 -0.037
H 2.0819 5.9615 -1.5038 -0.042 0.116 -0.077
H 0.1750 4.5489 -0.6612 -0.060 0.018 0.003
C 0.9303 6.3999 -4.7634 -0.064 -0.033 -0.089
C 0.7408 4.9321 -4.5272 0.124 -0.134 0.013
C 1.8380 4.0948 -4.3621 -0.265 -0.104 -0.147
C 1.6649 2.7467 -4.0939 0.106 -0.251 -0.125
C 0.3899 2.2259 -3.9925 0.079 -0.352 0.475
C -0.7172 3.0321 -4.1775 -0.092 -0.178 0.005
C -0.5353 4.3772 -4.4571 0.091 -0.158 -0.005
S 0.3405 0.5584 -3.2347 -1.674 2.558 -3.836
O 0.6700 -0.3192 -4.3440 0.209 -0.216 -0.166
O 1.6184 0.4690 -2.3974 -1.116 -0.050 0.917
O -0.3179 1.4103 -1.8871 -2.480 1.742 -0.898
H 1.9699 6.6821 -4.6126 0.027 0.085 0.028
H 0.2985 6.9846 -4.0953 0.018 0.076 0.018
H 0.6584 6.6560 -5.7870 -0.014 0.084 -0.049
H 2.8380 4.4969 -4.4245 0.123 0.057 -0.020
H 2.5081 2.0918 -3.9363 0.257 0.025 0.011
H -1.7006 2.6037 -4.0763 -0.237 0.040 0.010
H -1.3959 5.0128 -4.5997 -0.143 0.065 -0.012
F 0.6329 -3.4561 -0.9155 0.401 1.302 -0.800
Te 0.9679 -2.1107 -2.2945 -0.744 -11.116 -1.415
F 0.9436 -3.4945 -3.7853 0.250 1.856 1.028
F -0.9704 -2.6818 -2.5401 1.060 1.187 0.157
F 2.7232 -3.2637 -2.1033 -0.844 1.606 -0.354
F -1.2154 -0.1484 -3.1016 1.046 0.815 -0.327
O -0.1051 -0.8912 -0.8228 -0.852 0.479 0.782
```
Forces are in eV/Å.